[1]
A 2-piece molecular cluster, C5H11NO overall. Source: the OMol25 dataset; level of theory: ωB97M-V/def2-TZVPD.

Total energy: -8898.416 eV
Molecular weight: 101.1 g/mol
SMILES: C=C/C(C)=C/N.O
Orbital gap: 7.96 eV
Relative energy (zero: lowest compared OMol25 entry of this formula, charge and spin): 75.67 kcal per mole
LUMO: 0.79 eV

Structure (XYZ):
```
18
Properties=species:S:1:pos:R:3:lowdin_charge:R:1
C -1.26751 0.17956 -0.84834 -0.075
N 0.44693 -1.78232 0.60853 0.058
C 0.30065 -0.44709 1.04454 -0.139
C -0.70594 0.33257 0.55093 -0.312
C -0.94200 1.67347 1.13430 -0.173
C -0.06487 2.38771 1.86464 -0.020
H -0.87784 -0.70688 -1.35129 0.056
H -2.35751 -0.06635 -0.72661 0.084
H -1.27094 1.03600 -1.50734 0.074
H -0.44047 -2.13774 0.31260 0.080
H 1.05826 -2.23396 1.26433 0.077
H 1.18848 -0.02860 1.49529 0.111
H -1.88460 2.02980 0.73226 0.094
H 0.94234 2.02590 2.03590 0.039
H -0.53352 3.03607 2.60733 0.048
H 1.29732 -1.25077 -3.91912 0.039
H 2.32793 -2.12072 -3.37775 0.035
O 1.65181 -1.50602 -3.04800 -0.077
```

***

[2]
C3H10NS as an isolated structure. Source: the OMol25 dataset; level of theory: ωB97M-V/def2-TZVPD.

Total energy: -15587.692 eV
Molecular weight: 92.2 g/mol
Orbital gap: 9.12 eV
Relative energy (zero: lowest compared OMol25 entry of this formula, charge and spin): 101.68 kcal per mole
Total charge: +1
LUMO: -4.99 eV

Structure (XYZ):
```
15
Properties=species:S:1:pos:R:3:lowdin_charge:R:1
C -1.58046 0.50940 0.02516 -0.307
N -2.80940 0.09660 -0.62902 0.012
H -1.15266 1.46555 0.05937 0.041
H -1.47071 -0.01736 0.98460 0.051
H -2.79020 -0.17387 -1.66305 0.133
H -3.16985 -0.70343 -0.04988 0.110
C 2.20282 0.89575 -0.80210 0.009
S 0.25174 -0.29573 -0.69278 0.831
C 0.91279 -1.10152 1.27098 -0.013
H 1.73980 1.87044 -0.45516 0.072
H 2.48244 0.61642 -1.83699 0.054
H 2.69230 0.30152 -0.14669 -0.046
H -0.01522 -0.93958 1.75322 -0.002
H 0.96158 -2.11555 0.87159 0.039
H 1.74502 -0.40863 1.31075 0.014
```

***

[3]
A 2-piece molecular cluster, C6H10S2 overall. Source: the OMol25 dataset; level of theory: ωB97M-V/def2-TZVPD.

Total energy: -28048.027 eV
Molecular weight: 146.3 g/mol
Orbital gap: 7.77 eV
Relative energy (zero: lowest compared OMol25 entry of this formula, charge and spin): 145.60 kcal per mole
LUMO: -0.55 eV

Structure (XYZ):
```
18
Properties=species:S:1:pos:R:3:lowdin_charge:R:1
C 0.78752 0.06095 -0.89625 -0.843
C 0.49320 -1.18809 -0.00255 -0.231
C -0.64215 -1.01417 0.96134 -0.210
C -1.63230 0.22911 0.73805 -0.532
C 0.66310 1.17742 0.08937 -0.644
C 1.83301 1.10304 -0.78357 -0.141
H -1.86725 0.33263 -1.19690 0.150
H 1.36703 -1.36618 0.72126 0.147
H 0.27733 -1.93347 -0.64724 0.045
H -1.14553 -2.00899 0.78929 0.126
H -0.25346 -1.02099 2.03072 0.126
H -2.24081 0.30310 1.55569 0.032
H -2.44632 -0.18540 -0.01863 0.079
H 1.16273 1.03467 1.08176 0.128
H 2.87682 0.84064 -0.61828 0.121
H 1.79159 1.76934 -1.64695 0.088
S -0.09415 0.09552 -2.45648 0.668
S -0.93037 1.77089 0.29937 0.892
```

***

[4]
A 2-piece molecular cluster, C6H11N2O overall. Source: the OMol25 dataset; level of theory: ωB97M-V/def2-TZVPD.

Total energy: -11415.234 eV
Molecular weight: 127.2 g/mol
Orbital gap (alpha / beta): 7.12 / 7.14 eV
Relative energy (zero: lowest compared OMol25 entry of this formula, charge and spin): 159.87 kcal per mole
Total charge: +1
LUMO (alpha / beta): -6.56 / -6.56 eV

Structure (XYZ):
```
20
Properties=species:S:1:pos:R:3:lowdin_charge:R:1
C -0.02002 1.22670 1.03958 -0.021
C -0.38969 0.46229 0.00255 0.032
C -1.60248 -0.17587 1.69490 -0.324
C -2.62182 -0.96447 2.37873 0.039
C 2.70937 -0.07540 -2.01080 -0.096
C 1.47590 0.23070 -2.83313 -0.388
N -0.89115 0.81293 2.03299 0.138
N -1.33923 -0.35725 0.36382 0.126
O 0.58339 1.02161 -2.25110 0.009
H 0.77680 1.96285 1.18129 0.142
H -3.21079 -1.37839 1.54918 0.110
H -2.15956 -1.82289 2.92604 0.119
H -3.02485 -0.47993 3.25579 0.100
H 3.00474 0.66479 -1.29592 0.064
H 2.71265 -0.89781 -1.32759 0.061
H 3.56294 -0.33025 -2.73723 0.114
H 1.09080 -0.81810 -3.04146 0.139
H 1.77607 0.90823 -3.69822 0.193
H -0.94779 1.27935 2.95226 0.213
H -1.48526 -1.26909 -0.18165 0.230
```

***

[5]
A 5-piece molecular cluster, C49H89Br2ClF15NO16PS overall. Source: the OMol25 dataset; level of theory: ωB97M-V/def2-TZVPD.

Total energy: -299983.844 eV
Molecular weight: 1491.5 g/mol
Orbital gap: 6.43 eV
Total charge: +1
LUMO: -3.75 eV

Structure (XYZ):
```
175
Properties=species:S:1:pos:R:3:lowdin_charge:R:1
C 0.77614 -5.84876 3.33025 -0.093
C 2.10339 -5.76132 2.55819 -0.216
C 2.43177 -4.44955 1.79035 -0.179
C 1.20927 -3.62319 1.35417 -0.246
C 0.45602 -4.45971 0.30316 -0.035
C 1.46143 -2.10413 0.97830 -0.324
C 0.57982 -1.72489 -0.22797 -0.085
C 0.67834 -0.31887 -0.84022 -0.159
C -0.47084 0.63432 -0.51290 -0.829
F -0.93890 0.40106 0.73755 -0.012
Br 0.15750 2.46532 -0.67548 0.835
C -1.65746 0.44607 -1.48113 -0.974
F -2.00293 -0.85600 -1.46295 0.060
F -1.25890 0.71704 -2.72583 0.035
Br -3.18867 1.50427 -1.03892 0.893
C 2.96063 -1.81044 0.62400 -0.066
N 3.78601 -0.72518 1.39495 -0.232
P 4.15230 0.61560 0.13264 1.032
C 5.42987 1.76673 0.70217 -0.223
C 4.63647 -0.02420 -1.51662 -0.235
S 5.31659 -1.60125 1.95947 0.804
O 6.22545 -0.58681 2.36249 -0.253
O 4.91152 -2.66554 2.80808 -0.216
C 6.21159 -2.35362 0.45038 -0.443
F 6.95731 -1.39406 -0.06782 0.149
F 5.38671 -2.82795 -0.48009 0.141
C 7.12430 -3.55433 0.88742 -0.378
F 7.71050 -3.92975 -0.26003 0.185
F 6.34597 -4.53930 1.33268 0.180
C 8.26228 -3.28717 1.92218 -0.567
F 7.74210 -3.04055 3.12029 0.188
F 9.02580 -4.35900 1.98813 0.223
F 8.98431 -2.24250 1.53115 0.200
C 3.04212 -0.11878 2.74961 -0.211
C 4.01786 0.18506 3.90730 -0.084
C 4.87577 1.44493 3.84382 -0.237
O 4.43681 2.52456 4.10100 0.108
C 2.30013 1.18282 2.37253 -0.145
C 1.51381 1.90947 3.49051 -0.208
C 0.01477 1.62680 3.61863 -0.564
Cl -0.97980 2.87621 2.83093 0.594
C 2.08217 -1.30828 3.08024 -0.142
C 1.42449 -1.48491 4.49275 -0.352
F 0.21684 -2.03075 4.29881 0.169
F 1.26344 -0.35664 5.20645 0.149
C 2.17665 -2.49644 5.39390 -0.542
F 2.20555 -3.69197 4.79515 0.181
F 3.44852 -2.12139 5.59048 0.176
F 1.57915 -2.60120 6.56229 0.219
O 1.08564 -1.29945 2.09626 -0.022
H 0.40963 -4.88096 3.68026 0.056
H -0.01166 -6.31228 2.73073 0.065
H 0.90320 -6.46729 4.22235 0.081
H 2.13035 -6.58719 1.84060 0.107
H 2.93327 -5.95487 3.24449 0.105
H 3.15627 -3.87120 2.36842 0.062
H 2.97860 -4.74727 0.88058 0.124
H 0.53060 -3.55360 2.20894 0.130
H -0.58662 -4.16002 0.18485 0.094
H 0.44041 -5.49607 0.64270 0.073
H 0.93576 -4.45777 -0.68060 0.091
H -0.45335 -1.95288 0.03146 0.129
H 0.88541 -2.40897 -1.02077 0.123
H 1.62551 0.18225 -0.64228 0.038
H 0.64078 -0.43834 -1.92863 0.130
H 3.50877 -2.73788 0.73340 0.081
H 3.02307 -1.54982 -0.42353 0.081
H 6.10634 1.41345 1.47598 0.026
H 4.94158 2.68875 1.01915 0.057
H 6.03452 1.96685 -0.19065 0.066
H 4.11451 0.65610 -2.19322 0.062
H 5.71470 0.03898 -1.68037 0.047
H 4.33044 -1.03903 -1.75040 0.039
H 4.66055 -0.65401 4.17147 0.098
H 3.36575 0.33155 4.76876 0.127
H 5.93938 1.30498 3.60328 0.115
H 3.05630 1.89200 2.03156 0.074
H 1.63971 1.01135 1.52524 0.074
H 1.98818 1.80683 4.46386 0.098
H 1.61941 2.97285 3.25963 0.110
H -0.27668 1.65961 4.66936 0.057
H -0.28271 0.65459 3.22435 0.059
H 2.66026 -2.23646 3.00575 0.117
C -6.01749 6.93182 -7.29949 -0.104
O -4.98551 6.31302 -6.56341 -0.218
C -4.32222 7.18447 -5.66913 -0.204
C -3.79794 6.43371 -4.46807 -0.185
O -4.77892 6.00445 -3.54351 -0.117
C -5.60900 4.91430 -3.90596 -0.180
C -4.90736 3.57555 -3.92754 -0.208
O -4.07395 3.44916 -5.06656 -0.193
C -2.89757 2.71374 -4.83250 -0.117
H -5.61940 7.61330 -8.06044 0.085
H -6.58360 6.14458 -7.79398 0.092
H -6.69106 7.49254 -6.64269 0.090
H -4.99476 7.98857 -5.34847 0.128
H -3.45629 7.64380 -6.16935 0.119
H -3.17010 7.12996 -3.90675 0.130
H -3.17128 5.60126 -4.79841 0.117
H -6.11770 5.08560 -4.85720 0.123
H -6.36546 4.87318 -3.11901 0.129
H -5.66896 2.78356 -3.94999 0.131
H -4.31719 3.45816 -3.01154 0.079
H -2.36246 3.09324 -3.95290 0.077
H -2.26021 2.83390 -5.70782 0.088
H -3.10498 1.64695 -4.68337 0.084
C -2.05963 -11.37091 1.86398 -0.108
O -2.90532 -10.26853 1.63118 -0.192
C -2.68387 -9.18232 2.50476 -0.208
C -2.99994 -7.86443 1.83735 -0.183
O -2.04864 -7.44492 0.87052 -0.145
C -2.01038 -8.12170 -0.37603 -0.184
C -3.17951 -7.83434 -1.28995 -0.210
O -4.34923 -8.49223 -0.85370 -0.193
C -5.53883 -7.79118 -1.13429 -0.109
H -2.31469 -11.89271 2.79321 0.090
H -2.18817 -12.05816 1.03017 0.090
H -1.00845 -11.06328 1.91319 0.086
H -1.64206 -9.17400 2.85077 0.122
H -3.33347 -9.27561 3.38655 0.131
H -2.95792 -7.09754 2.61498 0.126
H -4.01113 -7.87482 1.42602 0.122
H -1.88263 -9.19833 -0.24575 0.123
H -1.11751 -7.73217 -0.87278 0.122
H -2.91247 -8.18463 -2.29720 0.130
H -3.34307 -6.75015 -1.33965 0.124
H -5.48678 -6.75728 -0.77326 0.087
H -6.34587 -8.30567 -0.61683 0.090
H -5.76069 -7.77649 -2.20735 0.090
C 1.75022 4.16326 -12.00788 -0.112
O 0.52326 4.22006 -11.31985 -0.193
C 0.22068 3.04870 -10.59015 -0.209
C -0.59951 3.36086 -9.36014 -0.186
O 0.12360 3.98073 -8.30978 -0.129
C 0.45826 5.35209 -8.44983 -0.184
C -0.70398 6.30061 -8.26547 -0.206
O -1.56539 6.29462 -9.38577 -0.187
C -2.92171 6.48089 -9.04245 -0.109
H 1.70798 3.48005 -12.86412 0.089
H 1.96391 5.16653 -12.37155 0.089
H 2.56394 3.84403 -11.34631 0.086
H 1.14286 2.53509 -10.29046 0.124
H -0.36317 2.36138 -11.21891 0.129
H -0.92307 2.40289 -8.94531 0.126
H -1.48931 3.93371 -9.62957 0.122
H 0.96675 5.55153 -9.39558 0.122
H 1.16105 5.54727 -7.63595 0.126
H -0.29862 7.31236 -8.11930 0.129
H -1.25292 6.01930 -7.35741 0.120
H -3.23309 5.78293 -8.26003 0.082
H -3.51767 6.29621 -9.93488 0.094
H -3.11017 7.50508 -8.69670 0.086
C -3.85873 1.71303 9.41113 -0.109
O -2.72436 2.54570 9.34712 -0.191
C -1.52691 1.86113 9.04732 -0.210
C -0.56765 2.74126 8.27992 -0.183
O -0.92801 2.96793 6.92741 -0.144
C -1.99202 3.87402 6.66069 -0.179
C -1.64600 5.33020 6.85831 -0.204
O -1.57793 5.66318 8.23067 -0.193
C -0.63569 6.66661 8.52815 -0.112
H -3.84571 1.07228 10.30027 0.089
H -4.73218 2.36024 9.45908 0.090
H -3.93620 1.07641 8.52216 0.087
H -1.73752 0.95726 8.46141 0.123
H -1.03115 1.55467 9.97964 0.129
H 0.38219 2.20220 8.22796 0.124
H -0.39935 3.67865 8.81422 0.123
H -2.89350 3.61262 7.21831 0.124
H -2.19922 3.73569 5.59677 0.106
H -2.42773 5.93058 6.37265 0.131
H -0.69167 5.54711 6.36247 0.126
H 0.34919 6.42550 8.11093 0.087
H -0.55549 6.72390 9.61193 0.089
H -0.94646 7.64563 8.14574 0.089
```

***

| no. | largest force on an atom (eV/Å) |
| --- | --- |
| 1 | 3.6 |
| 2 | 5.3 |
| 3 | 4.9 |
| 4 | 5.5 |
| 5 | 2.6 |